1.
Entry from OMol25: the ion C15H21F2IN4O4P with charge +1 at a distorted geometry (wB97M-V/def2-TZVPD).

Geometry as XYZ:
```
48
Properties=species:S:1:pos:R:3
C -0.944 2.629 -3.231
C -0.229 1.486 -3.280
N 0.842 1.246 -2.357
C 0.733 0.524 -1.281
N 1.894 0.444 -0.503
N 3.020 0.146 -1.327
C 2.975 -1.183 -1.876
O 2.408 -1.454 -2.866
F 3.629 -2.094 -1.177
C 4.276 0.550 -0.733
O 4.821 1.526 -1.080
F 4.784 -0.244 0.189
C 1.810 -0.318 0.774
C 2.053 0.729 1.865
C 3.004 0.517 2.812
O 0.606 -1.038 0.887
C -0.481 -0.228 0.531
P -2.077 -0.939 1.211
C -1.748 -1.094 3.030
C -1.127 -2.480 3.324
C -3.175 0.540 1.110
C -3.770 0.752 -0.288
N -0.481 -0.060 -0.949
C -0.701 -1.334 -1.694
C -2.144 -1.595 -2.170
O -2.814 -2.408 -1.640
I -2.996 -0.573 -3.864
H -0.445 3.595 -3.200
H -2.028 2.615 -3.225
H -0.406 0.770 -4.070
H 1.747 1.674 -2.546
H 2.609 -1.042 0.885
H 1.416 1.607 1.857
H 3.824 1.214 2.957
H 2.970 -0.345 3.476
H -0.411 0.786 0.941
H -1.081 -0.276 3.309
H -2.703 -0.936 3.523
H -0.070 -2.362 3.537
H -1.642 -2.940 4.163
H -1.279 -3.131 2.467
H -2.621 1.438 1.405
H -3.989 0.440 1.827
H -3.025 1.153 -0.972
H -4.185 -0.189 -0.645
H -4.606 1.448 -0.235
H -0.086 -1.293 -2.594
H -0.392 -2.216 -1.137
```

SMILES	C=CNC1=[N+](N(C(=O)F)C(=O)F)[C@@H](C=C)O[C@H](P(CC)CC)N1CC(=O)I
maximum force	2.7	eV/Å
total charge	+1
HOMO	-11.53	eV

natural (NBO) population analysis, charges in e, atoms 1 to 4: atom 1 (C): -0.319, atom 2 (C): -0.080, atom 3 (N): -0.508, atom 4 (C): 0.754

2.
Entry from OMol25: the molecule C4H8S at a distorted geometry (wB97M-V/def2-TZVPD).

Geometry as XYZ:
```
13
Properties=species:S:1:pos:R:3
C -2.073 -0.764 -0.059
C -1.481 0.672 -0.130
C -0.099 0.635 -0.089
S 0.886 -0.905 -0.142
C 2.478 0.053 0.011
H -3.100 -1.299 -0.620
H -1.204 -1.579 -0.035
H -2.287 -1.092 1.196
H -1.939 1.755 -0.154
H 0.353 1.656 -0.016
H 3.306 -0.598 -0.645
H 2.722 0.203 1.139
H 2.437 1.263 -0.458
```

SMILES	C/C=C\SC
maximum force	5.1	eV/Å
relative energy (zero: lowest compared OMol25 entry of this formula, charge and spin)	3.513	eV
HOMO	-8.23	eV

natural (NBO) population analysis, charges in e, atoms 1 to 4: atom 1 (C): -0.683, atom 2 (C): -0.258, atom 3 (C): -0.346, atom 4 (S): 0.211

3.
Entry from OMol25: a structure of composition C5H8O2 at a distorted geometry (wB97M-V/def2-TZVPD).

Geometry as XYZ:
```
15
Properties=species:S:1:pos:R:3
O 2.170 -1.317 0.118
C 1.060 -0.536 0.450
C 0.541 1.175 -0.222
C -0.889 0.844 -0.605
C -1.334 -0.077 0.535
C -0.252 -1.043 0.131
O -0.921 -0.041 -1.642
H 1.977 -1.873 -0.650
H 1.258 -0.120 1.435
H 0.568 1.923 0.590
H 1.180 1.466 -1.060
H -1.384 1.826 -0.762
H -1.231 0.329 1.548
H -2.316 -0.510 0.372
H -0.427 -2.047 -0.239
```

maximum force	1.9	eV/Å
relative energy (zero: lowest compared OMol25 entry of this formula, charge and spin)	4.798	eV
HOMO	-8.92	eV

natural (NBO) population analysis, charges in e, atoms 1 to 4: atom 1 (O): -0.688, atom 2 (C): 0.008, atom 3 (C): -0.340, atom 4 (C): 0.064

4.
Entry from OMol25: the molecule C11H21N3O4 at a distorted geometry (wB97M-V/def2-TZVPD).

Geometry as XYZ:
```
39
Properties=species:S:1:pos:R:3
C -1.581 -2.688 -0.296
C -1.925 -2.168 1.052
C -2.718 -3.091 1.953
C -2.605 -0.781 1.113
C -1.661 0.359 0.456
N -0.412 0.606 1.131
C 0.639 1.380 0.746
O 1.477 1.855 1.479
C 0.966 1.585 -0.708
N 2.006 2.702 -0.718
C 1.596 0.336 -1.304
C 3.018 0.036 -0.608
C 4.180 0.077 -1.597
N 4.143 1.171 -2.389
O 5.171 -0.739 -1.385
C -2.488 1.551 0.336
O -3.592 1.399 -0.322
O -1.874 2.760 0.867
H -1.431 -1.689 -0.974
H -0.639 -3.423 -0.184
H -2.394 -3.221 -0.737
H -0.963 -2.025 1.599
H -3.611 -3.243 1.264
H -2.812 -2.455 2.844
H -2.177 -4.094 1.999
H -3.020 -0.662 2.158
H -3.465 -0.768 0.274
H -1.380 -0.163 -0.470
H -0.500 0.640 2.183
H 0.091 1.930 -1.318
H 1.673 3.721 -0.822
H 2.256 2.584 0.311
H 0.918 -0.360 -0.886
H 1.539 0.384 -2.441
H 2.973 -1.040 -0.090
H 2.922 0.822 0.136
H 4.964 1.355 -3.012
H 3.285 1.862 -2.361
H -2.569 3.494 0.721
```

SMILES	CC(C)C[C@H](NC(=O)[C@@H](N)CCC(N)=O)C(=O)O
maximum force	6.4	eV/Å
relative energy (zero: lowest compared OMol25 entry of this formula, charge and spin)	5.025	eV
HOMO	-9.10	eV

natural (NBO) population analysis, charges in e, atoms 1 to 4: atom 1 (C): -0.592, atom 2 (C): -0.247, atom 3 (C): -0.603, atom 4 (C): -0.377

5.
Entry from OMol25: a structure of composition C39H33F5IrNOPSSi at a distorted geometry (wB97M-V/def2-TZVPD).

Geometry as XYZ:
```
83
Properties=species:S:1:pos:R:3
Ir 0.350 -0.285 -0.082
F 0.129 1.982 6.419
C 0.410 1.907 5.128
C -0.344 1.095 4.298
F -1.347 0.374 4.791
C -0.038 1.041 2.957
F -0.755 0.218 2.150
C 1.001 1.758 2.393
S 1.365 1.694 0.687
C 1.758 2.550 3.251
F 2.787 3.239 2.772
C 1.469 2.631 4.602
F 2.207 3.392 5.397
C 3.428 -0.243 -1.378
Si 2.198 -0.124 -2.790
C 2.306 -1.635 -3.900
C 2.534 1.449 -3.742
N 0.555 -0.071 -2.073
C -0.613 0.041 -2.815
C -0.621 0.019 -4.222
C -1.796 0.086 -4.940
C -3.020 0.159 -4.281
C -3.045 0.202 -2.901
C -1.855 0.173 -2.197
O -1.787 0.222 -0.829
C -2.878 0.718 -0.098
C -3.221 2.052 -0.202
C -4.282 2.526 0.555
C -4.977 1.671 1.403
C -4.600 0.340 1.507
C -3.545 -0.145 0.746
H 4.342 -0.745 -1.708
H 3.045 -0.792 -0.522
H 3.709 0.753 -1.027
H 3.234 -2.179 -3.726
H 2.284 -1.352 -4.956
H 1.476 -2.323 -3.725
H 3.557 1.425 -4.125
H 2.433 2.329 -3.102
H 1.860 1.572 -4.590
H 0.326 -0.068 -4.738
H -1.765 0.070 -6.021
H -3.947 0.183 -4.837
H -3.985 0.256 -2.368
H -2.666 2.707 -0.862
H -4.570 3.566 0.482
H -5.813 2.043 1.979
H -5.133 -0.326 2.173
H -3.241 -1.183 0.796
C 4.397 -2.566 3.556
C 4.098 -3.711 2.829
C 3.078 -3.699 1.893
C 2.359 -2.526 1.663
C 2.665 -1.380 2.394
C 3.675 -1.402 3.345
P 0.983 -2.463 0.476
C -0.306 -3.457 1.282
C -0.250 -4.850 1.286
C -1.237 -5.576 1.932
C -2.286 -4.924 2.569
C -2.339 -3.539 2.576
C -1.350 -2.807 1.936
C 1.496 -3.479 -0.931
C 0.501 -4.050 -1.728
C 0.844 -4.854 -2.803
C 2.182 -5.079 -3.101
C 3.174 -4.484 -2.335
C 2.835 -3.668 -1.265
H 5.198 -2.583 4.284
H 4.665 -4.619 2.990
H 2.848 -4.600 1.337
H 2.119 -0.467 2.204
H 3.901 -0.508 3.913
H 0.556 -5.368 0.782
H -1.189 -6.657 1.934
H -3.059 -5.500 3.060
H -3.150 -3.028 3.079
H -1.382 -1.727 1.951
H -0.546 -3.882 -1.499
H 0.067 -5.318 -3.397
H 2.447 -5.709 -3.940
H 4.218 -4.653 -2.564
H 3.617 -3.193 -0.687
```

maximum force	2.2	eV/Å
total charge	+1
relative energy (zero: lowest compared OMol25 entry of this formula, charge and spin)	0.619	eV
HOMO (spin up / spin down)	-10.53 / -10.38	eV

Mulliken population analysis, charges in e, atoms 1 to 4: atom 1 (Ir): 2.180, atom 2 (F): -0.292, atom 3 (C): 0.474, atom 4 (C): -0.147

6.
Entry from OMol25: a cluster of 2 separate species, C7H14N2 in total at a distorted geometry (wB97M-V/def2-TZVPD).

Geometry as XYZ:
```
23
Properties=species:S:1:pos:R:3
C -1.259 -0.357 2.273
C -0.705 0.959 2.810
C -0.463 -1.000 1.179
C -0.787 -2.191 0.567
C 1.315 -1.720 0.192
N 0.863 -0.803 0.979
N 0.314 -2.594 -0.111
H -1.291 -1.081 3.080
H -2.332 -0.241 2.115
H 0.384 0.975 2.655
H -1.751 -2.603 0.324
H 2.237 -1.920 -0.331
H 0.288 -3.288 -0.870
H -0.637 1.091 3.900
H -1.174 1.816 2.345
C 1.333 1.800 -2.900
C -0.065 1.433 -2.370
H 1.596 1.229 -3.787
H 1.322 2.861 -3.127
H 2.088 1.662 -2.129
H -0.494 2.296 -1.864
H -0.057 0.543 -1.738
H -0.725 1.132 -3.191
```

maximum force	2.7	eV/Å
total charge	-1
relative energy (zero: lowest compared OMol25 entry of this formula, charge and spin)	0.636	eV
HOMO (spin up / spin down)	1.11 / -4.79	eV
spin multiplicity	2

natural (NBO) population analysis, charges in e, atoms 1 to 4: atom 1 (C): -0.443, atom 2 (C): -0.626, atom 3 (C): 0.039, atom 4 (C): -0.368

7.
Entry from OMol25: a cluster of 11 separate species, C35H64F7N2O11S in total at a distorted geometry (wB97M-V/def2-TZVPD).

Geometry as XYZ:
```
120
Properties=species:S:1:pos:R:3
F -2.913 0.845 2.464
C -2.036 -0.363 2.239
F -1.228 -0.514 3.482
C -0.989 0.067 1.043
F -1.687 1.166 0.276
F 0.252 0.668 1.568
N -0.765 -1.041 -0.001
C -0.386 -2.379 0.612
O 0.494 -2.296 1.791
C 1.364 -3.475 1.913
F 2.543 -3.478 1.013
F 0.677 -4.780 1.727
F 1.903 -3.464 3.321
N -0.014 -0.648 -1.089
C 1.323 -0.880 -0.958
S 3.030 -0.728 -0.687
H -2.709 -1.288 1.993
H -1.746 -1.203 -0.390
H -1.414 -2.833 1.020
H -0.025 -3.183 -0.194
C -2.300 -5.009 4.151
C -3.103 -4.669 2.924
O -3.063 -3.544 2.427
C -3.956 -5.756 2.329
H -1.733 -4.128 4.469
H -2.969 -5.307 4.962
H -1.597 -5.815 3.923
H -4.699 -6.087 3.059
H -3.327 -6.595 2.020
H -4.478 -5.367 1.448
C -1.347 3.946 1.129
C -1.287 5.424 1.408
O -0.363 6.116 0.983
C -2.400 6.022 2.225
H -0.479 3.653 0.529
H -1.325 3.389 2.070
H -2.255 3.710 0.569
H -2.425 5.558 3.214
H -3.355 5.879 1.713
H -2.225 7.096 2.346
C 0.905 0.314 -5.527
C 0.863 -1.056 -4.906
O 0.962 -1.210 -3.690
C 0.695 -2.232 -5.831
H 1.030 1.065 -4.740
H 1.751 0.384 -6.215
H -0.031 0.512 -6.054
H 1.532 -2.276 -6.533
H -0.251 -2.148 -6.371
H 0.682 -3.157 -5.244
C 1.816 6.998 -0.945
C 2.384 7.297 -2.307
O 2.058 6.639 -3.294
C 3.364 8.434 -2.416
H 1.123 6.153 -1.019
H 2.623 6.730 -0.258
H 1.270 7.867 -0.571
H 4.240 8.230 -1.794
H 2.887 9.368 -2.107
H 3.690 8.535 -3.456
C 3.709 -9.268 1.206
C 2.748 -8.235 0.682
O 1.765 -8.557 0.016
C 3.034 -6.793 1.004
H 3.376 -10.264 0.896
H 4.706 -9.089 0.796
H 3.734 -9.231 2.298
H 4.002 -6.504 0.585
H 3.030 -6.646 2.087
H 2.258 -6.160 0.561
C 1.614 -10.865 -1.954
C 1.563 -11.949 -2.997
O 2.043 -11.780 -4.117
C 0.902 -13.247 -2.618
H 2.120 -9.986 -2.367
H 0.599 -10.581 -1.663
H 2.175 -11.214 -1.083
H -0.144 -13.069 -2.357
H 1.432 -13.702 -1.777
H 0.939 -13.935 -3.469
C 0.988 11.728 2.636
C 0.937 10.645 1.592
O 1.417 10.813 0.472
C 0.276 9.346 1.971
H 1.494 12.607 2.222
H -0.026 12.013 2.926
H 1.549 11.379 3.506
H -0.770 9.525 2.232
H 0.806 8.892 2.812
H 0.313 8.658 1.120
C 1.133 -7.949 7.143
C 0.881 -7.164 5.883
O -0.163 -7.297 5.247
C 1.956 -6.211 5.432
H 0.273 -8.596 7.346
H 2.020 -8.576 7.019
H 1.265 -7.266 7.986
H 2.879 -6.761 5.232
H 2.124 -5.451 6.199
H 1.636 -5.714 4.510
C 1.644 5.165 -5.654
C 1.483 5.030 -7.144
O 0.781 4.146 -7.633
C 2.215 6.017 -8.013
H 1.060 4.385 -5.153
H 2.696 5.043 -5.381
H 1.277 6.141 -5.327
H 3.291 5.933 -7.846
H 1.873 7.031 -7.792
H 2.006 5.798 -9.066
C -6.459 8.955 0.387
C -6.501 7.584 1.008
O -6.402 7.431 2.224
C -6.669 6.408 0.083
H -6.334 9.706 1.174
H -5.613 9.025 -0.301
H -7.395 9.153 -0.140
H -5.832 6.365 -0.619
H -7.615 6.493 -0.457
H -6.682 5.484 0.670
```

maximum force	7.2	eV/Å
total charge	+1
HOMO	-10.54	eV

Mulliken population analysis, charges in e, atoms 1 to 4: atom 1 (F): -0.261, atom 2 (C): 0.415, atom 3 (F): -0.234, atom 4 (C): 0.803

8.
Entry from OMol25: a structure of composition C30H19HfIN8O4 at a distorted geometry (wB97M-V/def2-TZVPD).

Geometry as XYZ:
```
63
Properties=species:S:1:pos:R:3
Hf -0.803 -1.016 -0.044
O -4.610 -1.866 0.553
C -3.495 -2.105 0.211
O -2.722 -1.373 -0.607
C -2.682 -3.290 0.710
C -3.093 -4.579 0.939
C -2.107 -5.537 1.186
C -0.753 -5.202 1.169
C -0.425 -3.888 0.935
N -1.378 -2.968 0.754
C 0.957 -3.301 0.696
O 1.949 -3.771 1.157
O 0.853 -2.201 -0.060
H -4.143 -4.835 0.893
H -2.397 -6.569 1.347
H 0.025 -5.941 1.303
C 0.992 -0.647 4.156
C 0.221 -1.041 3.076
N 0.289 -0.407 1.908
C 1.174 0.597 1.793
C 1.929 0.980 2.890
N 1.830 0.376 4.070
C 1.408 1.133 0.424
C 2.282 2.157 0.137
C 2.605 2.437 -1.190
C 2.036 1.633 -2.181
C 1.108 0.680 -1.836
N 0.768 0.475 -0.552
C 0.411 -0.199 -2.809
C 0.605 -0.149 -4.177
N -0.035 -0.962 -5.013
C -0.884 -1.835 -4.488
C -1.113 -1.891 -3.121
N -0.465 -1.079 -2.291
C 3.530 3.538 -1.537
C 3.387 4.238 -2.728
C 4.265 5.277 -3.001
N 5.252 5.639 -2.182
C 5.388 4.954 -1.046
C 4.556 3.908 -0.679
H 0.933 -1.172 5.101
H -0.453 -1.884 3.152
H 2.648 1.786 2.819
H 2.728 2.737 0.932
H 2.344 1.754 -3.210
H 1.293 0.559 -4.621
H -1.406 -2.500 -5.164
H -1.830 -2.576 -2.691
H 2.587 4.019 -3.425
H 4.167 5.846 -3.918
H 6.203 5.255 -0.397
H 4.750 3.375 0.244
I -2.264 1.761 -1.184
C -3.068 1.268 0.679
C -4.241 1.856 1.096
C -4.734 1.489 2.340
C -4.033 0.570 3.099
C -2.866 0.043 2.590
N -2.369 0.379 1.389
H -4.755 2.570 0.469
H -5.659 1.918 2.705
H -4.385 0.254 4.071
H -2.302 -0.679 3.163
```

maximum force	1.1	eV/Å
total charge	+2
HOMO	-14.31	eV

natural (NBO) population analysis, charges in e, atoms 1 to 4: atom 1 (Hf): 2.365, atom 2 (O): -0.507, atom 3 (C): 0.766, atom 4 (O): -0.881